No. 1
A cluster of 8 separate species, H16O8 in total at a distorted geometry, computed with ωB97M-V/def2-TZVPD.

Structure (XYZ):
```
24
Properties=species:S:1:pos:R:3:nbo_charge:R:1
O -2.2814 2.6695 0.5109 -0.9397
H -2.1464 1.7965 0.5309 0.4633
H -3.2524 2.8645 0.1589 0.4731
O 0.2306 -2.4095 1.3569 -0.9350
H -0.5894 -2.3755 1.7709 0.4707
H 0.8326 -2.7545 1.9029 0.4817
O -0.2984 -1.9055 -1.3311 -0.9530
H -0.7274 -2.9025 -1.3951 0.4855
H -0.4544 -1.7075 -0.3511 0.4949
O 0.6316 0.5565 0.6599 -0.9970
H -0.2884 0.6625 0.5579 0.5032
H 0.8656 -0.2925 1.3129 0.5169
O 2.8696 -0.1015 -0.8661 -0.9811
H 2.0326 0.3725 -0.5381 0.4929
H 3.5416 0.5155 -1.2091 0.4689
O -0.7984 0.1445 -2.6411 -0.9851
H -0.5764 -0.5615 -2.0661 0.4792
H -0.0524 0.7865 -2.7201 0.4682
O 2.5786 2.2215 1.3379 -0.9372
H 3.0336 2.5235 0.5439 0.4475
H 2.0396 1.5955 0.8839 0.4721
O -2.1784 -0.2695 0.5379 -0.9628
H -2.4094 -0.8095 -0.2181 0.4980
H -2.6024 -0.6185 1.2709 0.4748
```

Output
- Kohn-Sham gap: 10.0 eV
- SMILES: O.O.O.O.O.O.O.O

No. 2
A cluster of 8 separate species, H16O8 in total, computed with ωB97M-V/def2-TZVPD.

Structure (XYZ):
```
24
Properties=species:S:1:pos:R:3:nbo_charge:R:1
O 0.5763 -0.3669 0.1988 -0.9439
H 0.7979 -0.4266 1.1280 0.4752
H -0.1350 0.2726 0.1624 0.4686
O 4.3820 -4.2770 1.7705 -0.9335
H 4.2678 -3.4602 1.2846 0.4698
H 4.2018 -4.0420 2.6807 0.4635
O -2.9268 1.7078 -5.1564 -0.9383
H -2.8574 2.5278 -5.6453 0.4687
H -2.7637 1.9564 -4.2465 0.4696
O -0.0558 -1.3440 -3.9171 -0.9398
H 0.0737 -1.0652 -3.0107 0.4701
H -0.5046 -0.6079 -4.3329 0.4694
O 5.4893 2.1943 3.0634 -0.9349
H 5.6947 3.0549 3.4286 0.4668
H 4.5831 2.0324 3.3256 0.4681
O -3.2267 3.0177 -0.7292 -0.9440
H -3.7329 2.2118 -0.8322 0.4758
H -3.8212 3.7123 -1.0125 0.4682
O -4.5595 -0.9717 -0.7782 -0.9442
H -3.8597 -1.5451 -0.4655 0.4719
H -5.1344 -1.5476 -1.2822 0.4725
O 1.2861 -0.7804 4.4957 -0.9410
H 0.4421 -0.7754 4.9472 0.4710
H 1.7828 -1.4780 4.9233 0.4703
```

Output
- Kohn-Sham gap: 11.3 eV
- SMILES: O.O.O.O.O.O.O.O

| no. | highest occupied orbital energy (eV) | DFT total energy (eV) |
| --- | --- | --- |
| 1 | -10.44 | -16637.882 |
| 2 | -11.18 | -16639.204 |